# C35H29AlClF5N3O6S2Te

A molecular structure, C35H29AlClF5N3O6S2Te (ωB97M-V/def2-TZVPD, the Open Molecules 2025 dataset).

Each line ends with the Löwdin charge.
Cartesian coordinates (Å):
Al 0.04331 -0.12862 0.56953  -0.35
C -1.37146 -5.75458 6.33546  -0.06
C -1.24700 -4.45394 5.59016  -0.28
C -1.53366 -3.24656 6.21699  -0.05
C -1.38779 -2.04121 5.54422  -0.05
C -0.95976 -2.05218 4.22708  -0.27
C -0.67080 -3.24366 3.57538  -0.04
C -0.81730 -4.43492 4.26439  -0.03
S -0.81111 -0.52962 3.34117  0.63
O -0.92358 0.52023 4.31990  -0.27
O -1.76568 -0.56533 2.24140  -0.30
N 0.53751 -0.54971 2.52194  -0.13
C 1.82231 -0.50772 2.97716  -0.24
C 2.30465 -0.70102 4.25002  0.00
C 3.69790 -0.66713 4.48420  -0.08
C 4.59744 -0.44663 3.47859  -0.06
C 4.12593 -0.22730 2.15859  -0.15
C 4.95906 0.02615 1.04343  -0.01
C 4.40146 0.24702 -0.18189  -0.03
C 2.99609 0.23114 -0.31779  -0.05
N 2.20262 -0.00195 0.69708  0.12
C 2.74686 -0.24688 1.92028  -0.14
H -2.10044 -5.67753 7.14220  0.07
H -0.41619 -6.04327 6.77965  0.08
H -1.67938 -6.56257 5.67178  0.07
H -1.87371 -3.24652 7.24632  0.11
H -1.60000 -1.09589 6.02430  0.11
H -0.34752 -3.22176 2.53998  0.04
H -0.59541 -5.36970 3.76251  0.11
H 1.62243 -0.87551 5.07127  0.11
H 4.05412 -0.82541 5.49471  0.10
H 5.66279 -0.43191 3.67138  0.10
H 6.03460 0.04293 1.17716  0.11
H 5.01183 0.44056 -1.05262  0.10
H 2.50538 0.41260 -1.26557  0.12
F 0.07144 -1.18933 -3.40915  -0.41
Te -1.00720 0.08034 -2.48891  1.82
F -1.84212 -1.69862 -2.27927  -0.49
F -2.43373 0.16925 -3.70804  -0.36
F -0.08824 1.11627 -3.79167  -0.41
F -1.55206 1.89526 -2.09047  -0.41
O 0.32442 0.28139 -1.21165  -0.48
N -2.30972 0.08064 -0.74188  -0.39
S -3.39730 -1.09612 -0.46005  1.13
C -4.40592 -0.51961 0.89435  -0.38
C -5.23975 -1.49305 1.42969  -0.09
C -6.06744 -1.16845 2.49070  -0.08
C -6.03929 0.11644 3.01887  -0.08
C -5.18598 1.06923 2.48591  -0.05
C -4.36025 0.75946 1.41260  -0.06
C -4.61997 -0.96865 -1.75792  -0.39
C -5.21213 0.24702 -2.06381  -0.06
C -6.12686 0.30285 -3.10009  -0.07
C -6.44085 -0.84860 -3.81337  -0.08
C -5.83381 -2.05457 -3.50322  -0.08
C -4.90559 -2.11761 -2.47206  -0.08
H -2.59132 1.02299 -0.47947  0.03
H -5.23049 -2.49986 1.02860  0.11
H -6.71604 -1.92292 2.91662  0.10
H -6.67122 0.36734 3.86165  0.10
H -5.12728 2.06031 2.91582  0.11
H -3.64686 1.50259 1.07477  0.08
H -4.94406 1.14025 -1.51335  0.12
H -6.58749 1.24697 -3.35943  0.10
H -7.15214 -0.79756 -4.62802  0.10
H -6.06102 -2.94262 -4.07804  0.10
H -4.38078 -3.03625 -2.24550  0.11
O -1.75963 5.19313 2.52439  0.07
C -0.56062 4.67076 2.90218  -0.25
C 0.25830 5.38741 3.77355  -0.04
C 1.49566 4.89715 4.15189  -0.10
C 1.93794 3.68180 3.65485  -0.08
C 1.11865 2.97650 2.78986  0.00
C -0.13658 3.43350 2.40225  -0.03
C -0.99216 2.55858 1.51282  -0.48
O -2.19214 2.75216 1.41234  0.07
O -0.35916 1.58012 0.95978  0.03
H -1.85365 6.04695 2.95709  0.10
H -0.08990 6.34387 4.15142  0.11
H 2.10969 5.46872 4.83733  0.10
H 2.90265 3.28128 3.93737  0.10
H 1.44402 2.03118 2.38583  0.10
Cl -0.05790 -2.35790 0.18830  0.32

LUMO level = 2.278 eV
net charge = -1
strongest force on any atom = 0.86 eV Å⁻¹
Kohn-Sham gap = 7.8700 eV
energy above the lowest of the compared OMol25 structures with the same formula, charge and spin = 33.4 kcal/mol
molecular weight = 936.8 g/mol
E_HOMO = -5.59 eV